No. 1
Density functional theory data (the ωB97M-V functional and the def2-TZVPD basis) for C44H51NP2ReSi as an isolated structure at a distorted geometry.

Output
ΔE to the lowest compared entry with this formula, charge and spin = 0.0 kJ/mol
2S+1 = 4
Electronic energy = -76512.7143 eV
HOMO (spin up / spin down) = -0.477 / -0.483 Eh
Total charge = +2
Strongest force on any atom = 0.0530 Eh/bohr

Geometry as XYZ:
```
100
C44H51NP2ReSi | OMol25 | the ωB97M-V functional and the def2-TZVPD basis
Re 0.2703 -2.0713 0.8439
C 0.5967 -3.9389 -0.4033
C 0.6994 -2.7500 -1.1810
C -0.3862 -2.2529 -2.1265
C -1.4654 -1.3485 -1.4797
C -1.5316 -1.3975 0.0419
C -1.7016 -2.6847 0.7199
C -1.9327 -3.9471 -0.1007
C -0.6475 -4.7693 -0.3030
C 0.5701 -0.5132 2.1035
H 1.5260 -4.4629 -0.1682
H 1.7125 -2.5028 -1.5174
H -0.8891 -3.1001 -2.6321
H 0.1257 -1.6551 -2.9044
H -1.3092 -0.3138 -1.8095
H -2.4457 -1.6109 -1.9127
H -2.0025 -0.5315 0.5350
H -2.2014 -2.7151 1.6943
H -2.4107 -3.6857 -1.0559
H -2.6607 -4.5740 0.4433
H -0.5377 -5.4746 0.5269
H -0.7862 -5.3806 -1.2031
H 1.0779 -0.8363 3.0217
H -0.3448 0.0530 2.3188
H 1.2527 0.0984 1.5194
P 0.9646 2.7902 -1.9629
P -1.3725 3.0378 -0.7214
C -0.3815 2.3467 -3.0542
C -1.5989 2.6066 -2.4728
C 1.7615 4.2612 -2.8372
C 1.3849 4.6436 -4.1387
C 2.1506 5.5737 -4.8558
C 3.2051 6.2389 -4.2286
C 3.4396 6.0335 -2.8638
C 2.7248 5.0506 -2.1698
C 2.1608 1.4213 -2.1201
C 2.2873 0.5666 -1.0083
C 3.2448 -0.4316 -1.0004
C 4.0838 -0.5997 -2.1131
C 3.9525 0.2515 -3.2192
C 2.9841 1.2535 -3.2423
C -1.9079 4.8498 -0.8378
C -1.1073 5.7919 -1.5135
C -1.5429 7.1024 -1.6836
C -2.7793 7.5040 -1.1510
C -3.5827 6.5874 -0.4833
C -3.1492 5.2650 -0.3283
C -2.8564 2.2849 0.0493
C -3.0887 2.4994 1.4183
C -4.2669 2.0098 1.9934
C -5.1984 1.3134 1.2229
C -4.9936 1.1619 -0.1561
C -3.8227 1.6431 -0.7343
H -0.2048 1.9898 -4.0773
H -2.5679 2.6897 -2.9736
H 0.5043 4.2093 -4.6078
H 1.9279 5.7697 -5.9001
H 3.8444 6.9215 -4.7981
H 4.1968 6.6265 -2.3472
H 2.9224 4.8890 -1.1137
H 1.6008 0.7325 -0.1710
H 3.3325 -1.0898 -0.1280
H 4.8266 -1.4013 -2.1110
H 4.6274 0.1472 -4.0700
H 2.8775 1.9023 -4.1157
H -0.1379 5.5237 -1.9322
H -0.9414 7.8325 -2.2409
H -3.1067 8.5385 -1.2566
H -4.5548 6.8870 -0.0922
H -3.8160 4.5707 0.1818
H -2.3580 3.0710 1.9984
H -4.4420 2.1849 3.0549
H -6.0877 0.8692 1.6855
H -5.7214 0.6723 -0.7954
H -3.6599 1.5479 -1.8101
C -1.2305 -2.0003 4.1009
Si -0.2758 -3.5699 3.8383
C 0.7077 -3.8553 5.4207
C -1.2747 -5.1340 3.5975
N 0.7999 -3.3431 2.4181
C 1.9907 -4.0908 2.4470
C 3.2089 -3.4990 2.0439
C 4.3686 -4.2720 1.9717
C 4.3209 -5.6278 2.3399
C 3.1586 -6.1792 2.8964
C 2.0102 -5.4085 2.9685
H -1.8358 -2.2215 4.9915
H -1.8944 -1.7292 3.2723
H -0.5453 -1.1680 4.3055
H 0.0152 -3.7181 6.2621
H 1.1279 -4.8640 5.4998
H 1.5235 -3.1356 5.5477
H -0.8918 -5.7399 2.7646
H -1.2530 -5.7512 4.5076
H -2.3220 -4.8865 3.3807
H 3.2283 -2.4265 1.7760
H 5.2985 -3.8253 1.6344
H 5.1867 -6.2823 2.1890
H 3.1364 -7.2068 3.2735
H 1.1050 -5.8410 3.4141
```

***

No. 2
Density functional theory data (the ωB97M-V functional and the def2-TZVPD basis) for C44H52BN11P2Se2Sn as an isolated structure.

Output
ΔE to the lowest compared entry with this formula, charge and spin = 2.8 kJ/mol
Electronic energy = -218646.2506 eV
HOMO = -0.270 Eh
Strongest force on any atom = 0.0126 Eh/bohr

Geometry as XYZ:
```
113
C44H52BN11P2Se2Sn | OMol25 | the ωB97M-V functional and the def2-TZVPD basis
Sn 1.6313 -1.2540 1.0097
C 0.1211 -4.6600 1.7163
C 0.3427 -3.8274 2.9382
C -0.0384 -4.1097 4.2541
C 0.3971 -3.0332 5.0042
C 0.2627 -2.8044 6.4746
N 1.0062 -2.1729 4.1680
N 0.9748 -2.6570 2.8972
B 1.7181 -0.8460 4.5174
N 1.0204 0.3616 3.8397
N 1.2031 0.6058 2.5170
C 0.7221 1.8169 2.2592
C 0.8123 2.4366 0.8988
C 0.2110 2.3730 3.4420
C 0.4227 1.4195 4.4202
C 0.0761 1.4707 5.8724
N 3.1912 -0.9193 4.0484
N 3.5179 -1.2042 2.7597
C 4.8416 -1.1909 2.6851
C 5.5582 -1.4664 1.4007
C 5.3901 -0.8901 3.9409
C 4.3060 -0.7224 4.7806
C 4.2927 -0.3919 6.2385
H -0.0793 -5.6911 2.0016
H 0.9972 -4.6419 1.0674
H -0.7363 -4.2898 1.1497
H -0.5645 -4.9812 4.6102
H -0.2878 -3.6335 6.9165
H -0.2765 -1.8805 6.6891
H 1.2369 -2.7383 6.9614
H 1.6913 -0.6932 5.7044
H 1.4021 1.8200 0.2213
H 1.2881 3.4151 0.9718
H -0.1699 2.5864 0.4477
H -0.2397 3.3458 3.5679
H -0.4780 2.3849 6.0781
H 0.9674 1.4584 6.5015
H -0.5444 0.6211 6.1612
H 4.9476 -2.0903 0.7480
H 6.4985 -1.9803 1.5941
H 5.7909 -0.5380 0.8731
H 6.4333 -0.8099 4.2044
H 5.3160 -0.2793 6.5898
H 3.8113 -1.1782 6.8230
H 3.7551 0.5374 6.4333
Se -2.6291 4.1741 -1.3598
P -1.3991 3.1342 -2.7136
C -0.3892 4.2935 -3.6937
C -1.1564 5.1940 -4.4394
C -0.5481 6.1799 -5.1953
C 0.8375 6.2897 -5.2047
C 1.6020 5.4080 -4.4597
C 0.9982 4.4064 -3.7044
C -2.3396 2.2206 -3.9800
C -1.8033 1.9579 -5.2390
C -2.5183 1.1886 -6.1483
C -3.7656 0.6820 -5.8057
C -4.3069 0.9536 -4.5562
C -3.5963 1.7251 -3.6478
C -0.3718 1.8429 -1.9747
C -0.6397 0.7869 -1.0908
N 0.5197 0.1127 -0.9350
N 1.4469 0.7051 -1.6631
N 0.9318 1.7421 -2.3044
P -2.0387 -0.0799 -0.3962
Se -1.4495 -1.4029 1.1764
C -2.7305 -1.0266 -1.7819
C -2.0539 -1.0920 -2.9959
C -2.5054 -1.9406 -3.9989
C -3.6330 -2.7208 -3.7951
C -4.3136 -2.6580 -2.5835
C -3.8585 -1.8248 -1.5752
C -3.2952 1.0397 0.2480
C -2.9541 1.7678 1.3873
C -3.8812 2.6143 1.9668
C -5.1557 2.7283 1.4209
C -5.5041 1.9837 0.3059
C -4.5758 1.1344 -0.2805
H -2.2379 5.1253 -4.4114
H -1.1541 6.8683 -5.7708
H 1.3159 7.0668 -5.7886
H 2.6819 5.4916 -4.4639
H 1.5971 3.7115 -3.1398
H -0.8285 2.3482 -5.5054
H -2.1040 0.9916 -7.1296
H -4.3171 0.0774 -6.5160
H -5.2838 0.5669 -4.2911
H -4.0181 1.9796 -2.6825
H -1.1868 -0.4661 -3.1689
H -1.9771 -1.9816 -4.9434
H -3.9824 -3.3829 -4.5779
H -5.1910 -3.2716 -2.4206
H -4.3630 -1.8070 -0.6163
H -1.9682 1.6622 1.8237
H -3.6125 3.1833 2.8475
H -5.8772 3.4012 1.8674
H -6.4990 2.0677 -0.1139
H -4.8491 0.5653 -1.1594
N 3.4290 -1.4731 -1.4060
C 3.9013 -2.6915 -2.0724
C 2.7724 -3.4942 -2.7138
C 1.6923 -4.0778 -1.8046
N 0.8987 -3.0552 -1.1088
H 2.8255 -0.9211 -2.0180
H 4.2146 -0.8668 -1.1940
H 4.4108 -3.3229 -1.3364
H 4.6313 -2.4692 -2.8572
H 3.2402 -4.3381 -3.2270
H 2.2947 -2.8835 -3.4907
H 2.1610 -4.7292 -1.0584
H 1.0594 -4.7175 -2.4282
H 0.0304 -3.4446 -0.7584
H 0.6293 -2.3107 -1.7465
```

***

No. 3
Density functional theory data (the ωB97M-V functional and the def2-TZVPD basis) for a 12-piece molecular cluster, C44H53Cl14N5O10 overall at a distorted geometry.

Output
ΔE to the lowest compared entry with this formula, charge and spin = 84.5 kJ/mol
Structure (SMILES) = O=[N+]([O-])c1ccccc1.O=[N+]([O-])c1ccccc1.O=[N+]([O-])c1ccccc1.O=[N+]([O-])c1ccccc1.O=[N+]([O-])c1ccccc1.ClCCCl.ClCCCl.ClCCCl.ClCCCl.ClCCCl.ClCCCl.ClCCCl
Electronic energy = -249713.0692 eV
HOMO = -0.349 Eh
Strongest force on any atom = 0.0780 Eh/bohr

Geometry as XYZ:
```
126
C44H53Cl14N5O10 | OMol25 | the ωB97M-V functional and the def2-TZVPD basis
Cl 4.1207 4.6207 1.4949
C 2.8178 4.4931 2.7001
C 2.7368 3.0841 3.3933
Cl 4.2482 2.7718 4.2827
H 1.8743 4.9553 2.4099
H 3.1869 5.0974 3.5287
H 2.5216 2.4002 2.5724
H 1.8935 2.9948 4.0782
Cl 0.3210 0.7903 6.4909
C -0.9915 1.6352 5.6804
C -1.2507 3.0161 6.2419
Cl 0.0494 4.0308 5.6303
H -1.8870 1.0205 5.7718
H -0.8468 1.6884 4.6013
H -1.3909 2.9816 7.3223
H -2.0887 3.5283 5.7691
Cl 1.1606 2.8683 -1.2783
C 2.1878 3.6267 -2.5204
C 3.2031 2.5200 -2.9355
Cl 4.2162 3.0831 -4.3275
H 2.6496 4.5193 -2.0983
H 1.5618 3.9991 -3.3313
H 2.7066 1.6050 -3.2588
H 3.8842 2.1270 -2.1807
Cl -2.0856 -4.0969 -5.6537
C -1.4691 -3.2488 -4.2338
C -0.1776 -2.4856 -4.6138
Cl 1.0800 -3.6201 -5.1771
H -1.4240 -3.9157 -3.3728
H -2.1745 -2.4674 -3.9508
H 0.2153 -1.7987 -3.8642
H -0.3525 -1.8732 -5.4984
Cl -2.8918 -2.4040 1.1336
C -3.4967 -2.4392 2.8496
C -4.0712 -1.0273 3.1455
Cl -2.8121 0.2734 3.1303
H -2.6867 -2.7435 3.5125
H -4.3163 -3.1536 2.9271
H -4.3772 -1.1354 4.1861
H -4.9007 -0.7684 2.4876
Cl -3.8847 4.5316 3.1355
C -3.3175 3.8128 1.5743
C -1.8056 3.4484 1.6147
Cl -0.7540 4.8928 1.3181
H -3.5865 4.5579 0.8256
H -3.9447 2.9528 1.3393
H -1.5800 2.6825 0.8727
H -1.5894 3.0457 2.6043
Cl -0.9752 -1.0094 -1.5243
C -0.7459 0.0103 -0.1067
C 0.4569 -0.3546 0.6301
Cl 0.3895 0.4182 2.2246
H -1.6178 -0.1023 0.5376
H -0.7775 1.0446 -0.4493
H 1.3577 -0.0138 0.1198
H 0.4852 -1.4392 0.7351
C -2.2710 5.5033 -3.8237
C -1.7706 4.5917 -2.8660
C -1.5857 3.2856 -3.2489
C -1.7125 2.9147 -4.6283
C -2.0926 3.8755 -5.6024
C -2.3868 5.1979 -5.1835
N -1.3356 1.5628 -4.9655
O -1.5737 1.1430 -6.0987
O -0.7443 0.8649 -4.0824
H -2.3980 6.5623 -3.6543
H -1.4664 5.0067 -1.9165
H -1.2686 2.5121 -2.5650
H -2.2465 3.5721 -6.6274
H -2.6785 5.9675 -5.8828
C 2.6068 -7.1674 4.8794
C 1.3792 -6.5612 4.8258
C 1.2420 -5.3035 4.2792
C 2.3250 -4.7658 3.5425
C 3.5723 -5.3741 3.5593
C 3.7249 -6.6376 4.2242
N 2.0921 -3.3978 2.9162
O 2.8163 -3.1088 1.9437
O 1.0846 -2.6873 3.2586
H 2.7477 -8.0769 5.4445
H 0.5716 -7.1183 5.2771
H 0.2665 -4.8453 4.2107
H 4.4553 -5.0218 3.0469
H 4.6459 -7.1922 4.3268
C -6.7660 2.6562 -4.3044
C -6.9802 1.3240 -3.9990
C -6.1397 0.7830 -3.0204
C -5.1366 1.5381 -2.3586
C -4.9464 2.8701 -2.7318
C -5.7644 3.4323 -3.6958
N -4.4991 0.9499 -1.1718
O -4.8191 -0.1650 -0.7762
O -3.5997 1.5733 -0.6698
H -7.4468 3.1874 -4.9530
H -7.7767 0.7120 -4.3958
H -6.4146 -0.1908 -2.6429
H -4.2794 3.5397 -2.2093
H -5.7606 4.4901 -3.9135
C 6.6293 1.7687 0.8502
C 7.3875 1.7845 -0.2814
C 7.0457 0.9346 -1.3598
C 5.8098 0.2153 -1.3699
C 4.9916 0.2455 -0.1825
C 5.4117 1.0022 0.8856
N 5.3008 -0.3916 -2.5902
O 4.2212 -1.0185 -2.5014
O 5.9397 -0.3327 -3.6002
H 6.9178 2.3658 1.7027
H 8.3659 2.2416 -0.2680
H 7.6982 0.7382 -2.1977
H 4.0145 -0.2009 -0.0708
H 4.7135 1.1725 1.6918
C -0.3985 -6.5997 1.3852
C 0.8819 -7.0452 1.0125
C 1.6668 -6.2721 0.1649
C 1.1693 -5.0644 -0.2879
C -0.0921 -4.5655 0.1734
C -0.8862 -5.4151 0.9562
N 1.8822 -4.2606 -1.2709
O 2.7936 -4.8110 -1.9461
O 1.4624 -3.1155 -1.4399
H -1.1253 -7.1066 2.0028
H 1.2710 -7.9971 1.3425
H 2.5641 -6.7505 -0.1992
H -0.5230 -3.5962 -0.0294
H -1.8382 -4.9591 1.1847
```

***

No. 4
Density functional theory data (the ωB97M-V functional and the def2-TZVPD basis) for C44H55BF2N4O3P5SSeTeTl as an isolated structure.

Output
ΔE to the lowest compared entry with this formula, charge and spin = 0.0 kJ/mol
Electronic energy = -199355.9401 eV
HOMO = -0.045 Eh
Total charge = -2
Strongest force on any atom = 0.0109 Eh/bohr

Geometry as XYZ:
```
118
C44H55BF2N4O3P5SSeTeTl | OMol25 | the ωB97M-V functional and the def2-TZVPD basis
Tl -0.8018 -1.1728 -1.2261
C -6.0747 0.3999 0.1514
P -4.2658 0.1498 0.1851
C -4.0565 -1.6217 -0.1576
C -3.7617 1.3512 -1.1319
C -3.7804 2.6507 -0.6133
C -3.5032 3.7562 -1.3949
C -3.1707 3.5727 -2.7261
C -3.1622 2.2944 -3.2539
C -3.4759 1.1598 -2.4975
P -3.3924 -0.4880 -3.3345
C -5.2050 -0.9012 -3.3197
C -3.3386 -0.0289 -5.1153
H -6.2868 1.4312 0.4261
H -6.5190 -0.2684 0.8895
H -6.4794 0.1907 -0.8400
H -5.0298 -2.0940 0.0021
H -3.3304 -2.0061 0.5591
H -3.6804 -1.8621 -1.1481
H -3.9878 2.7828 0.4427
H -3.5179 4.7459 -0.9543
H -2.9053 4.4147 -3.3532
H -2.8793 2.1747 -4.2883
H -5.8147 -0.0616 -3.6645
H -5.5440 -1.2082 -2.3339
H -5.3529 -1.7506 -3.9895
H -4.1617 0.6268 -5.4125
H -3.4228 -0.9699 -5.6633
H -2.3818 0.4169 -5.3794
C 4.5768 4.0870 3.1840
S 4.8071 2.5666 4.1300
C 5.0777 1.3426 2.8123
C 3.8354 0.6317 2.2848
C 2.9595 1.5649 1.4586
N 1.8273 0.9152 0.8030
P 0.3820 0.4679 1.6447
C 0.2971 1.7334 2.9747
C 0.9321 1.6781 4.2124
C 0.8358 2.7343 5.1071
C 0.0976 3.8621 4.7769
C -0.5541 3.9249 3.5522
C -0.4606 2.8636 2.6646
C 0.8425 -1.0374 2.5750
C 0.1006 -1.4275 3.6886
C 0.3191 -2.6587 4.2847
C 1.2732 -3.5247 3.7674
C 1.9934 -3.1562 2.6411
C 1.7742 -1.9235 2.0453
P 1.4547 1.2490 -0.8548
C 1.3573 3.0899 -0.8525
C 0.0631 3.5894 -0.7016
C -0.1623 4.9508 -0.5568
C 0.9076 5.8341 -0.5700
C 2.1981 5.3515 -0.7453
C 2.4195 3.9899 -0.8887
C 3.0503 0.9793 -1.6985
C 3.2974 1.6492 -2.8979
C 4.4231 1.3663 -3.6548
C 5.3255 0.4057 -3.2161
C 5.0830 -0.2786 -2.0338
C 3.9485 -0.0002 -1.2851
H 4.5373 4.9025 3.9052
H 3.6518 4.0860 2.6120
H 5.4205 4.2536 2.5144
H 5.7726 0.6165 3.2364
H 5.6027 1.8492 1.9980
H 3.2671 0.2047 3.1130
H 4.1603 -0.2079 1.6672
H 3.5802 2.0276 0.6830
H 2.5964 2.3719 2.1023
H 1.5082 0.8017 4.4825
H 1.3547 2.6807 6.0565
H 0.0223 4.6861 5.4765
H -1.1463 4.7936 3.2919
H -0.9907 2.8972 1.7204
H -0.6752 -0.7756 4.0754
H -0.2765 -2.9539 5.1397
H 1.4304 -4.4951 4.2228
H 2.7093 -3.8395 2.1995
H 2.3026 -1.6716 1.1358
H -0.7747 2.8974 -0.7092
H -1.1740 5.3183 -0.4448
H 0.7369 6.8982 -0.4573
H 3.0351 6.0387 -0.7753
H 3.4287 3.6266 -1.0476
H 2.6029 2.3975 -3.2604
H 4.5641 1.8869 -4.5929
H 6.2037 0.1753 -3.8073
H 5.7618 -1.0559 -1.7035
H 3.7353 -0.5819 -0.3995
C -3.0679 -7.4844 1.5270
C -3.5355 -6.3930 0.5837
O -2.9715 -5.1384 0.9521
P -1.7183 -4.5226 0.1375
O -1.3110 -3.2473 0.7738
Te -2.1797 -4.4513 -2.1926
O -0.6340 -5.6998 0.4163
C 0.6584 -5.5175 -0.1666
C 1.6335 -6.4047 0.5735
H -3.5146 -8.4414 1.2436
H -3.3582 -7.2564 2.5539
H -1.9832 -7.5729 1.4863
H -4.6205 -6.2704 0.6381
H -3.2844 -6.6250 -0.4547
H 0.9532 -4.4678 -0.0878
H 0.6037 -5.7692 -1.2293
H 1.6516 -6.1485 1.6335
H 2.6384 -6.2777 0.1661
H 1.3503 -7.4546 0.4790
Se -3.5518 0.6619 2.1290
N 1.9461 3.1423 -6.3675
C 1.2851 2.2457 -6.0238
N 0.5340 1.2190 -5.7640
C 0.0701 0.8974 -4.5961
N -0.4682 0.5265 -3.6298
F 2.3486 -2.6919 -1.3434
B 1.2450 -2.3368 -2.0739
F 1.3339 -2.8552 -3.3082
```